{
  "formula": "C45H71BrGeN3O4SeW",
  "method": "ωB97M-V/def2-TZVPD",
  "elements": ["W", "C", "N", "C", "C", "C", "N", "C", "C", "C", "C", "C", "C", "C", "O", "C", "C", "C", "C", "C", "C", "C", "C", "C", "C", "C", "C", "C", "C", "C", "O", "C", "C", "C", "C", "C", "C", "C", "C", "H", "H", "H", "H", "H", "H", "H", "H", "H", "H", "H", "H", "H", "H", "H", "H", "H", "H", "H", "H", "H", "H", "H", "H", "H", "H", "H", "H", "H", "H", "H", "H", "H", "H", "H", "H", "H", "H", "H", "H", "H", "H", "H", "H", "H", "H", "H", "H", "H", "H", "H", "H", "H", "H", "Br", "C", "C", "C", "C", "C", "N", "C", "O", "O", "H", "H", "H", "C", "Ge", "C", "C", "C", "Se", "C", "H", "H", "H", "H", "H", "H", "H", "H", "H", "H", "H", "H", "H", "H"],
  "positions_angstrom": [[0.414, 0.965, 0.547], [-1.149, 4.572, -0.380], [-1.298, 3.245, -0.977], [-1.296, 3.405, -2.430], [-2.506, 2.620, -0.466], [-2.697, 1.210, -0.972], [-1.583, 0.246, -0.667], [-1.115, -0.301, -1.964], [-0.067, -1.395, -1.954], [-0.016, -2.151, -3.116], [0.923, -3.152, -3.300], [1.781, -3.407, -2.236], [1.770, -2.697, -1.040], [0.840, -1.648, -0.923], [0.744, -0.831, 0.183], [2.708, -3.133, 0.091], [3.515, -1.942, 0.632], [1.836, -3.798, 1.167], [3.743, -4.170, -0.359], [0.972, -3.931, -4.611], [1.132, -2.951, -5.784], [2.146, -4.913, -4.651], [-0.335, -4.721, -4.773], [-2.159, -0.878, 0.146], [-2.852, -0.400, 1.396], [-4.153, -0.750, 1.682], [-4.776, -0.286, 2.842], [-4.034, 0.537, 3.674], [-2.716, 0.941, 3.420], [-2.141, 0.445, 2.255], [-0.879, 0.723, 1.844], [-2.045, 1.849, 4.461], [-1.938, 1.064, 5.781], [-0.637, 2.320, 4.084], [-2.898, 3.110, 4.674], [-6.230, -0.658, 3.122], [-6.376, -2.187, 3.143], [-6.723, -0.106, 4.461], [-7.109, -0.073, 2.005], [-1.318, 4.527, 0.695], [-1.872, 5.278, -0.812], [-0.140, 4.942, -0.555], [-2.115, 4.057, -2.766], [-1.381, 2.453, -2.947], [-0.347, 3.854, -2.722], [-3.412, 3.192, -0.726], [-2.433, 2.609, 0.624], [-2.844, 1.227, -2.051], [-3.619, 0.832, -0.535], [-0.735, 0.531, -2.554], [-1.986, -0.704, -2.491], [-0.736, -1.933, -3.897], [2.497, -4.205, -2.343], [2.893, -1.073, 0.814], [4.281, -1.657, -0.094], [4.015, -2.215, 1.565], [0.963, -3.196, 1.403], [2.404, -3.967, 2.085], [1.479, -4.764, 0.803], [4.354, -3.797, -1.184], [3.283, -5.114, -0.655], [4.410, -4.381, 0.480], [2.078, -2.412, -5.705], [0.325, -2.218, -5.819], [1.126, -3.500, -6.728], [3.097, -4.403, -4.486], [2.186, -5.383, -5.634], [2.035, -5.706, -3.908], [-1.202, -4.058, -4.815], [-0.474, -5.411, -3.938], [-0.311, -5.302, -5.697], [-1.353, -1.555, 0.407], [-2.866, -1.426, -0.484], [-4.680, -1.402, 0.994], [-4.496, 0.896, 4.582], [-1.418, 0.117, 5.620], [-2.919, 0.844, 6.203], [-1.377, 1.644, 6.517], [0.070, 1.486, 4.075], [-0.299, 3.035, 4.837], [-0.619, 2.820, 3.118], [-3.926, 2.878, 4.950], [-2.919, 3.716, 3.765], [-2.465, 3.713, 5.475], [-5.700, -2.630, 3.877], [-6.161, -2.629, 2.169], [-7.399, -2.458, 3.413], [-6.126, -0.483, 5.295], [-7.754, -0.421, 4.622], [-6.704, 0.986, 4.477], [-6.833, -0.473, 1.027], [-7.010, 1.014, 1.969], [-8.158, -0.317, 2.185], [1.315, -1.295, 3.366], [2.396, 0.182, 2.937], [3.515, 0.423, 3.714], [4.259, 1.559, 3.480], [3.790, 2.483, 2.559], [2.666, 2.184, 1.846], [2.028, 0.974, 1.912], [1.837, 3.203, 1.131], [2.209, 4.252, 0.718], [0.576, 2.748, 1.102], [3.774, -0.257, 4.512], [5.150, 1.751, 4.064], [4.250, 3.453, 2.418], [3.358, -0.511, -3.763], [4.438, 0.862, -2.887], [6.171, 0.100, -2.358], [4.666, 2.379, -4.098], [3.548, 1.449, -1.212], [1.579, 1.522, -1.490], [2.384, 4.878, -2.619], [3.974, -1.075, -4.466], [2.533, -0.047, -4.307], [2.933, -1.203, -3.033], [6.566, -0.522, -3.162], [6.069, -0.519, -1.465], [6.899, 0.886, -2.148], [5.260, 2.068, -4.958], [5.168, 3.216, -3.614], [3.688, 2.710, -4.451], [3.860, 2.452, -0.920], [3.758, 0.752, -0.402], [1.956, 4.389, -3.480], [3.423, 4.716, -2.371], [1.817, 5.612, -2.066]],
  "atomic_forces_ev_per_a": [[-2.118, -2.121, -2.660], [0.145, -0.121, 0.053], [-0.203, -0.014, -0.013], [0.072, 0.011, 0.111], [0.139, 0.007, -0.004], [-0.001, 0.096, -0.084], [0.395, 0.155, 0.045], [0.106, -0.229, -0.014], [-0.083, 0.074, 0.035], [-0.044, -0.054, -0.027], [-0.013, 0.003, 0.018], [-0.054, -0.046, -0.045], [0.100, 0.002, 0.115], [0.047, 0.035, -0.268], [0.496, -1.248, 0.185], [0.002, 0.062, 0.009], [-0.054, -0.022, -0.035], [-0.025, -0.020, 0.009], [-0.005, 0.014, 0.013], [0.006, -0.023, -0.014], [0.036, -0.017, 0.045], [-0.056, 0.040, -0.004], [0.013, 0.009, -0.004], [-0.069, 0.103, 0.147], [0.046, 0.032, -0.182], [0.026, -0.068, -0.007], [0.029, 0.043, 0.036], [-0.079, -0.036, -0.033], [0.108, 0.083, 0.093], [-0.233, -0.176, -0.184], [-1.136, 0.119, 2.085], [0.054, -0.031, 0.024], [-0.041, 0.022, -0.038], [-0.002, -0.032, 0.083], [0.012, -0.033, -0.033], [-0.033, 0.003, -0.017], [0.012, 0.019, 0.021], [0.046, -0.026, -0.050], [0.008, -0.015, 0.048], [0.064, -0.040, 0.012], [-0.007, -0.003, 0.021], [0.030, 0.024, -0.010], [-0.014, -0.014, -0.003], [0.014, -0.032, -0.005], [-0.018, 0.005, -0.019], [-0.021, -0.017, -0.007], [-0.073, 0.022, 0.041], [0.000, -0.033, -0.036], [-0.028, -0.080, -0.009], [-0.010, 0.063, -0.001], [-0.042, 0.004, -0.001], [0.027, -0.006, 0.012], [0.002, 0.030, 0.007], [0.032, -0.038, -0.027], [-0.001, -0.004, 0.012], [0.024, -0.017, -0.043], [-0.033, 0.026, 0.038], [-0.003, -0.022, -0.038], [0.009, 0.021, -0.006], [0.004, -0.021, 0.003], [0.028, 0.014, -0.002], [-0.018, -0.009, -0.013], [-0.045, 0.003, -0.018], [0.005, -0.015, -0.005], [0.006, 0.014, 0.012], [-0.001, -0.032, -0.016], [0.001, -0.020, 0.018], [0.030, 0.015, -0.006], [0.014, -0.014, 0.002], [-0.011, 0.008, -0.018], [-0.007, 0.018, 0.016], [0.057, -0.102, -0.054], [-0.039, 0.020, -0.022], [-0.018, 0.046, 0.007], [0.003, 0.021, 0.002], [0.015, 0.018, 0.025], [0.011, -0.014, -0.007], [-0.028, 0.003, -0.009], [-0.015, 0.040, -0.074], [-0.012, -0.021, 0.030], [0.012, 0.010, 0.019], [0.006, 0.007, 0.011], [-0.017, -0.001, 0.012], [-0.003, 0.005, -0.015], [-0.026, -0.006, -0.006], [0.012, 0.004, 0.026], [0.013, -0.008, -0.028], [-0.024, 0.022, 0.002], [0.005, 0.014, 0.003], [0.006, -0.020, 0.032], [-0.014, 0.007, 0.012], [-0.019, -0.016, -0.011], [0.019, 0.003, -0.018], [0.165, 0.311, 0.025], [-0.640, -0.452, -0.747], [0.257, 0.108, 0.154], [0.088, -0.214, 0.184], [0.123, 0.444, -0.281], [-0.016, -0.532, 0.205], [1.260, 0.683, 1.744], [-0.165, 0.300, -0.272], [0.213, 0.286, 0.093], [0.515, 2.182, 0.920], [-0.058, -0.071, -0.060], [-0.025, 0.040, -0.018], [-0.038, -0.021, 0.028], [-0.033, 0.077, 0.125], [0.200, -0.136, 0.072], [-0.063, 0.101, -0.041], [-0.049, -0.093, 0.101], [-0.333, -0.110, -0.162], [0.927, 0.567, -1.239], [0.045, 0.059, -0.015], [-0.016, 0.030, 0.002], [0.011, -0.051, -0.008], [0.051, 0.056, -0.063], [0.009, 0.020, 0.021], [-0.007, -0.005, -0.034], [-0.022, -0.025, 0.009], [-0.024, 0.025, -0.003], [0.000, -0.010, -0.007], [0.040, 0.049, -0.028], [0.008, -0.006, 0.008], [0.063, -0.045, -0.027], [0.022, 0.031, 0.032], [-0.070, -0.019, -0.005], [0.008, -0.064, -0.019]],
  "homo_energy_ev": [-10.14, -10.57],
  "e_lumo_ha": [-0.1512, -0.1486],
  "charge": 1,
  "orbital_gap_ev": [6.029, 6.525],
  "multiplicity": 3,
  "e_above_lowest_kcal_mol": 59.14
}

{
  "formula": "C2H2BNO6",
  "method": "ωB97M-V/def2-TZVPD",
  "elements": ["O", "C", "O", "N", "B", "O", "O", "C", "O", "O", "H", "H"],
  "positions_angstrom": [[1.458, -1.047, -1.555], [1.471, -0.195, -0.619], [2.447, 0.438, -0.266], [0.279, 0.031, 0.011], [-0.984, -0.521, -0.475], [-1.232, -1.021, -1.741], [-2.078, -0.248, 0.410], [0.206, 0.955, 1.452], [-0.199, 0.286, 2.418], [0.485, 2.146, 1.342], [-0.324, -0.947, -2.115], [-1.531, 0.123, 1.139]],
  "atomic_forces_ev_per_a": [[-0.460, -0.848, -1.302], [0.204, -0.187, -0.666], [2.308, 1.132, 0.891], [-2.577, 0.486, 2.022], [-0.577, 1.646, 1.188], [0.301, 0.209, 0.448], [1.133, -0.444, -0.866], [0.740, -0.058, -1.570], [-0.060, -0.095, -0.336], [-0.143, -0.744, -0.188], [0.282, -0.587, -0.026], [-1.152, -0.511, 0.404]],
  "homo_energy_ev": -0.49,
  "e_lumo_ha": 0.2360,
  "charge": -2,
  "orbital_gap_ev": 6.914,
  "multiplicity": 1,
  "e_above_lowest_kcal_mol": 1.17,
  "smiles": "O=C([O-])N(B(O)O)C(=O)[O-]"
}

{
  "formula": "C3H6O2",
  "method": "ωB97M-V/def2-TZVPD",
  "elements": ["C", "C", "C", "H", "H", "H", "H", "H", "H", "O", "O"],
  "positions_angstrom": [[-0.416, -0.216, -0.242], [1.106, 0.127, -0.579], [-0.163, 0.222, 1.150], [-1.631, -0.698, -1.573], [-0.502, -1.281, -0.051], [1.856, -0.696, -0.889], [0.997, 0.863, -1.354], [-0.337, -0.386, 2.012], [-0.766, 1.032, 1.626], [-1.331, 0.347, -1.020], [1.186, 0.687, 0.921]],
  "atomic_forces_ev_per_a": [[3.912, -2.729, 2.317], [-1.147, -0.660, 2.189], [-0.312, 3.886, 1.753], [0.699, 5.587, 1.903], [-0.437, -0.675, -1.016], [-1.161, 1.348, 1.031], [0.787, 0.943, 0.013], [0.828, -1.959, 0.091], [0.048, 0.538, -1.352], [-3.567, -4.764, -4.235], [0.350, -1.514, -2.694]],
  "homo_energy_ev": -9.51,
  "e_lumo_ha": 0.0038,
  "orbital_gap_ev": 9.611,
  "multiplicity": 1,
  "e_above_lowest_kcal_mol": 105.46
}

{
  "formula": "C16H42N3O8",
  "method": "ωB97M-V/def2-TZVPD",
  "elements": ["N", "O", "O", "O", "C", "C", "C", "O", "H", "H", "H", "H", "H", "H", "H", "H", "C", "C", "C", "O", "H", "H", "H", "H", "H", "H", "H", "H", "C", "O", "C", "C", "N", "C", "C", "O", "C", "H", "H", "H", "H", "H", "H", "H", "H", "H", "H", "H", "H", "H", "H", "H", "C", "C", "C", "O", "C", "N", "H", "H", "H", "H", "H", "H", "H", "H", "H", "H", "H"],
  "positions_angstrom": [[-0.463, -3.006, -0.162], [-0.272, -1.955, 0.476], [-1.328, -3.756, 0.155], [0.382, -3.469, -0.960], [1.441, 1.071, -8.087], [1.464, 0.800, -6.617], [0.384, 1.539, -5.830], [1.214, -0.564, -6.377], [2.092, 0.391, -8.638], [1.802, 2.068, -8.342], [0.464, 0.942, -8.551], [2.433, 0.948, -6.141], [0.607, 2.594, -5.675], [0.294, 1.104, -4.834], [-0.652, 1.515, -6.169], [1.376, -0.762, -5.451], [-7.006, -3.069, -5.354], [-6.129, -4.248, -5.081], [-4.678, -3.945, -5.363], [-6.292, -4.693, -3.741], [-6.733, -2.169, -4.803], [-8.040, -3.305, -5.102], [-7.042, -2.770, -6.402], [-6.544, -5.027, -5.721], [-4.133, -4.874, -5.192], [-4.332, -3.216, -4.630], [-4.405, -3.577, -6.351], [-5.841, -5.538, -3.676], [4.288, 2.951, 6.931], [4.249, 2.731, 5.527], [4.744, 1.446, 5.138], [4.787, 1.342, 3.632], [5.914, 2.147, 3.174], [6.274, 1.843, 1.768], [7.611, 2.358, 1.541], [8.153, 1.813, 0.356], [9.469, 2.270, 0.184], [3.534, 2.270, 7.327], [3.926, 3.917, 7.282], [5.222, 2.704, 7.436], [4.068, 0.645, 5.438], [5.729, 1.216, 5.543], [3.819, 1.651, 3.238], [4.954, 0.322, 3.286], [5.548, 3.088, 3.192], [5.598, 2.331, 1.066], [6.353, 0.764, 1.642], [8.269, 2.176, 2.390], [7.525, 3.430, 1.364], [9.472, 3.343, -0.009], [9.922, 1.779, -0.677], [10.111, 1.997, 1.022], [-3.778, 0.566, 5.065], [-4.867, -0.401, 4.752], [-5.562, 0.012, 3.402], [-6.674, -0.810, 3.189], [-7.425, -0.273, 2.073], [-4.245, -1.742, 4.662], [-3.066, 0.566, 4.240], [-3.183, 0.402, 5.963], [-4.137, 1.594, 5.114], [-5.517, -0.456, 5.626], [-4.913, -0.049, 2.528], [-5.941, 1.020, 3.566], [-8.198, 0.385, 2.469], [-8.004, -1.066, 1.599], [-6.913, 0.287, 1.291], [-3.578, -1.911, 5.401], [-3.599, -1.687, 3.887]],
  "atomic_forces_ev_per_a": [[3.356, -0.594, 0.737], [0.026, 1.311, -0.475], [-4.354, -1.856, 1.084], [0.981, 1.192, -1.339], [0.471, -0.081, -1.008], [-1.063, -0.189, 1.342], [-0.045, 0.971, 0.786], [-0.157, -1.482, -0.903], [0.182, -0.176, 0.210], [-0.120, 0.169, 0.255], [-0.224, 0.048, 0.367], [0.270, 0.908, -0.369], [0.191, 0.163, -0.074], [0.339, -0.016, 0.159], [0.200, -0.363, -0.818], [-0.057, 0.025, 0.073], [-1.022, 0.863, 0.290], [-0.268, 0.098, -0.716], [0.491, -0.487, 0.402], [-0.181, 0.324, 0.026], [0.176, -0.080, 0.237], [-0.070, -0.022, 0.192], [0.373, -0.284, -0.155], [0.393, -0.365, -0.362], [0.390, 0.067, -0.028], [0.048, -0.006, 0.043], [-0.439, -0.061, -0.120], [0.104, -0.037, 0.200], [-1.152, -1.283, 0.205], [0.931, 0.468, -0.010], [-0.751, -0.567, -0.131], [0.547, 0.360, 0.308], [-0.512, -0.156, -1.041], [-0.932, -0.370, 1.172], [1.482, 1.185, -0.899], [0.280, -0.442, -0.004], [0.149, -0.337, -0.610], [-0.028, -0.322, 0.520], [0.332, 0.368, -0.868], [0.372, 0.107, -0.376], [-0.341, 0.020, 0.651], [0.151, 0.317, 0.162], [-0.170, 0.114, -0.195], [-0.057, -0.165, 0.410], [0.377, 0.432, 0.119], [-0.327, -0.550, -0.252], [-0.575, -0.076, -0.106], [0.041, -0.090, 0.146], [0.308, 0.531, 0.371], [0.197, 0.243, 0.213], [-0.306, -0.052, -0.177], [-0.023, 0.259, 0.382], [0.766, 1.741, -0.513], [0.932, -1.023, -0.137], [-0.131, -0.651, 2.235], [-0.658, 0.247, -1.783], [-1.118, -0.619, 0.909], [-0.290, -0.165, -0.842], [0.190, -0.033, -0.119], [-0.343, -0.415, 0.152], [-0.148, 0.228, 0.141], [-0.770, 0.200, -0.460], [0.502, 0.171, 0.173], [0.300, 0.500, -0.210], [0.005, 0.408, 0.173], [0.380, -0.303, 0.015], [0.732, -0.239, 0.247], [-0.297, 0.204, 0.716], [-0.037, -0.288, -0.723]],
  "homo_energy_ev": -3.89,
  "e_lumo_ha": 0.0876,
  "charge": -1,
  "orbital_gap_ev": 6.273,
  "multiplicity": 1
}